1.
DFT (the ωB97M-V functional and the def2-TZVPD basis) results for a molecular structure, C19H33BrN2O4ReS in a non-equilibrium geometry.

```
61
Properties=species:S:1:pos:R:3:forces:R:3
Re -1.31360 1.37307 0.99661 -1.404 0.406 3.106
N -3.28530 0.72871 1.74163 0.014 0.332 -0.227
N -3.10166 0.36295 3.10053 0.061 -0.097 -0.007
C -2.02209 0.91233 3.81110 -1.796 -1.296 1.102
O -1.95228 0.80932 4.99931 0.122 0.251 -0.362
O -1.13560 1.47742 3.04548 1.874 0.053 -3.689
H -3.99238 1.47256 1.64105 0.219 -0.306 0.104
H -3.62289 -0.09037 1.21994 0.213 0.210 0.113
H -3.89613 0.02762 3.63544 0.066 0.190 -0.200
C 4.64246 -1.77287 -2.35485 -0.095 -0.001 0.172
C 3.45232 -2.71129 -2.18844 0.349 -0.561 -0.427
C 2.98987 -3.13427 -3.60158 0.015 0.256 0.274
C 3.91274 -3.96993 -1.42721 -0.024 0.346 0.071
C 2.28770 -2.08260 -1.47474 -0.406 0.179 0.096
C 2.30952 -0.76144 -1.01118 -0.059 0.395 0.135
C 1.15969 -0.24340 -0.48062 -0.631 -0.368 0.158
Br 1.02425 1.60253 0.11006 0.808 -0.007 -0.294
C -0.05857 -0.94434 -0.33954 2.479 -1.010 -1.171
O -1.08936 -0.31450 0.16536 -1.505 2.106 1.913
C -0.06332 -2.30241 -0.76479 -0.495 0.579 0.233
C 1.10658 -2.80342 -1.30913 0.173 0.184 0.001
C -1.27247 -3.22192 -0.67608 -0.051 -0.212 -0.049
C -2.48247 -2.57260 -0.01080 -0.102 -0.079 -0.041
C -0.88945 -4.46910 0.14010 -0.089 0.182 -0.100
C -1.66697 -3.64586 -2.10252 0.018 0.055 0.205
H 5.42332 -2.29045 -2.90385 0.091 -0.027 -0.038
H 5.06007 -1.47589 -1.39540 0.088 0.062 0.132
H 4.38307 -0.88100 -2.92046 -0.039 0.130 -0.089
H 3.82621 -3.57180 -4.13679 0.118 -0.073 -0.061
H 2.64894 -2.26318 -4.15580 -0.088 0.051 -0.155
H 2.19205 -3.86841 -3.56834 -0.139 -0.106 -0.024
H 4.75993 -4.40484 -1.94949 0.090 -0.081 -0.022
H 3.13387 -4.72438 -1.36241 -0.102 -0.076 0.004
H 4.22530 -3.70388 -0.41865 0.064 -0.078 0.092
H 3.19986 -0.16065 -1.07196 0.162 0.091 -0.099
H 1.09831 -3.82517 -1.64942 -0.037 -0.122 -0.026
H -2.24186 -2.26211 1.00474 -0.086 0.018 0.138
H -3.29550 -3.29357 0.04072 -0.008 -0.085 -0.007
H -2.83020 -1.71995 -0.59217 -0.139 0.035 -0.014
H -0.59094 -4.19942 1.15131 0.022 -0.013 0.097
H -0.07887 -5.02117 -0.32531 0.087 -0.082 -0.008
H -1.75121 -5.12928 0.19462 -0.063 -0.098 0.047
H -1.84960 -2.78304 -2.73899 -0.039 0.094 -0.074
H -2.57556 -4.23898 -2.05741 -0.123 -0.091 -0.025
H -0.89820 -4.25747 -2.56261 0.118 -0.062 -0.104
C -2.34570 7.20589 2.21629 -0.074 0.064 -0.165
C -1.85654 5.79702 2.49654 -0.025 -0.159 -0.251
S -1.90992 4.85026 0.91836 0.691 1.313 -0.115
O -1.84401 3.37787 1.35531 0.207 -2.289 -0.429
C -0.23101 5.15019 0.22685 -0.352 0.048 0.325
C 0.89978 4.93570 1.21307 0.016 -0.058 0.064
H -2.34160 7.79314 3.13106 0.057 -0.077 0.114
H -3.36175 7.19999 1.83322 -0.105 0.038 -0.054
H -1.70749 7.71947 1.50460 0.097 0.127 -0.125
H -2.53029 5.27145 3.17338 0.022 -0.155 -0.094
H -0.84642 5.78132 2.90145 -0.041 -0.209 -0.046
H -0.24271 6.16532 -0.16183 -0.131 0.103 -0.142
H -0.17193 4.46502 -0.62089 -0.171 0.047 -0.065
H 1.08429 5.81125 1.82852 -0.045 0.032 0.054
H 1.82070 4.73780 0.67084 0.080 -0.002 -0.091
H 0.70497 4.08675 1.86579 0.042 -0.097 0.137
```
Forces are in eV/Å.

Net charge: +2
LUMO energy (spin up / spin down) (eV): -9.37 / -8.54
Multiplicity: 2
Orbital gap (spin up / spin down) (eV): 5.19 / 6.21

For each atom in turn, the Mulliken charge in e is: Re 1.469; N -0.524; N -0.210; C 0.669; O -0.523; O -0.639; H 0.372; H 0.331; H 0.260; C -2.195; C 1.745; C -1.536; C -1.604; C -0.474; C -0.243; C 0.390; Br -0.180; C 0.676; O -0.395; C -0.455; C -0.141; C 1.794; C -1.994; C -1.674; C -1.672; H 0.433; H 0.427; H 0.438; H 0.467; H 0.379; H 0.356; H 0.474; H 0.327; H 0.389; H 0.669; H 0.500; H 0.441; H 0.532; H 0.299; H 0.409; H 0.345; H 0.463; H 0.376; H 0.468; H 0.375; C -1.201; C -0.379; S 0.180; O -0.558; C -0.312; C -1.362; H 0.377; H 0.364; H 0.346; H 0.465; H 0.311; H 0.485; H 0.350; H 0.406; H 0.373; H 0.342

2.
DFT (the ωB97M-V functional and the def2-TZVPD basis) results for a molecular structure, C19H33Cl2N2O4Rh in a non-equilibrium geometry.

```
61
Properties=species:S:1:pos:R:3:forces:R:3
O 1.84823 1.13113 -0.38789 -0.891 -1.347 0.644
C 1.38092 1.51858 -1.57304 -0.768 0.636 -1.465
C 1.27538 3.06071 -1.64377 -0.390 -0.582 0.112
C 0.82143 3.77729 -0.52252 0.241 -0.222 -0.270
H 0.47036 3.20094 0.35090 0.338 0.568 -0.530
C 0.82012 5.17329 -0.56188 0.052 -0.493 -0.187
H 0.50220 5.72501 0.31188 -0.050 0.105 -0.014
C 1.23454 5.83981 -1.71534 -0.100 -0.290 -0.002
H 1.23013 6.91811 -1.74698 0.022 0.135 0.010
C 1.63250 5.11739 -2.83650 0.116 -0.191 -0.215
H 1.95082 5.61212 -3.74938 -0.072 0.164 0.172
C 1.66037 3.72601 -2.81214 -0.142 -0.114 0.591
H 1.99273 3.14414 -3.67942 -0.098 0.267 0.292
H 2.04892 1.22375 -2.46715 -0.963 -0.033 1.050
C 0.21840 -0.43785 -3.00218 -0.898 -1.609 0.411
C -0.17536 0.64834 -1.94099 2.512 3.341 -4.079
H -0.00813 -0.26679 -4.10061 0.052 0.416 1.423
H -0.34265 -1.35334 -2.70672 0.410 0.387 -0.558
H 1.27640 -0.73922 -2.96640 -0.228 0.408 0.263
C -1.11417 1.59642 -2.42562 -0.131 -0.755 1.327
C -2.25900 1.29687 -3.37919 0.844 -0.068 -0.385
H -1.16136 2.61985 -1.98094 0.159 -0.999 -0.216
H -2.19096 2.04084 -4.20580 -0.314 -0.309 0.466
H -3.22634 1.40811 -2.85204 0.478 0.011 -0.276
H -2.19819 0.28381 -3.83537 -0.082 0.697 0.503
Rh -0.56459 -0.17014 0.04502 1.562 -0.488 0.934
Cl -1.44433 1.64757 1.01252 -0.762 1.832 0.890
Cl -2.27894 -1.04399 -1.11340 -1.713 -1.036 -0.810
C -2.71397 -1.14954 2.00267 2.139 -1.607 0.050
O -1.50359 -1.45239 1.79882 -2.064 0.665 0.359
N -3.53225 -1.98687 2.66201 0.005 -0.162 0.030
C -3.08991 -3.29351 3.14172 0.847 -0.013 -0.221
C -4.92454 -1.67255 2.89077 0.149 0.457 -0.299
H -3.11621 -0.20372 1.64355 -0.255 0.009 0.084
H -2.00926 -3.43155 2.90065 -0.939 0.184 0.198
H -3.66724 -4.10255 2.67650 0.057 0.244 -0.073
H -3.24299 -3.36926 4.22423 0.085 0.110 -0.110
H -5.09307 -0.66281 2.50662 -0.231 -0.154 0.148
H -5.15936 -1.71398 3.95220 -0.002 0.092 0.129
H -5.57836 -2.37270 2.37154 -0.009 -0.038 -0.103
H 1.66617 -5.02651 -0.30093 -0.024 0.239 -0.156
H 4.24581 -3.99059 0.01382 -0.044 0.178 -0.140
C 1.70357 -4.27206 -1.10322 0.121 -0.471 -0.175
C 3.90515 -3.20801 -0.67933 0.054 -0.179 0.019
N 2.46147 -3.11180 -0.67757 -0.159 0.797 0.458
H 0.68202 -3.99445 -1.37769 0.344 0.018 0.058
C 1.82129 -2.02082 -0.21570 -1.877 -1.277 -0.635
O 0.54724 -2.02358 -0.26435 2.885 0.554 0.426
H 4.32673 -2.24872 -0.37340 0.035 -0.135 -0.092
H 2.45723 -1.20320 0.17507 -0.579 -0.189 -0.288
H 2.22890 -4.72455 -1.95525 -0.245 0.106 0.123
H 4.24640 -3.46788 -1.69117 0.037 0.152 0.265
C 1.62688 0.38162 4.32690 -0.384 0.512 -0.459
C 0.52969 -0.03865 3.35864 -0.722 -1.353 -0.183
O 0.90666 -0.09104 1.95247 1.007 0.580 1.146
H 2.55187 -0.13955 4.10744 0.216 -0.029 0.030
H 1.32239 0.15882 5.35471 -0.004 -0.048 -0.186
H 1.76943 1.46866 4.26626 0.254 -0.222 0.005
H 0.20627 -1.07916 3.58242 0.167 0.720 -0.142
H -0.35131 0.60276 3.43869 0.059 0.018 0.076
H 1.37753 0.74139 1.77588 -0.108 -0.184 -0.423
```
Forces are in eV/Å.

Net charge: 0
LUMO energy (spin up / spin down) (eV): 0.55 / -1.66
Multiplicity: 5
Orbital gap (spin up / spin down) (eV): 7.73 / 5.54

For each atom in turn, the Mulliken charge in e is: O -0.563; C 0.113; C -0.049; C 0.047; H 0.142; C -0.672; H 0.413; C -0.463; H 0.385; C -0.623; H 0.380; C -0.325; H 0.350; H 0.204; C -1.320; C 1.523; H 0.313; H 0.350; H 0.306; C -0.371; C -1.540; H 0.387; H 0.410; H 0.307; H 0.335; Rh 0.752; Cl -0.616; Cl -0.453; C 0.184; O -0.563; N 0.253; C -0.947; C -0.915; H 0.213; H 0.205; H 0.335; H 0.342; H 0.262; H 0.317; H 0.328; H 0.306; H 0.331; C -0.982; C -0.919; N 0.292; H 0.282; C 0.350; O -0.740; H 0.289; H 0.183; H 0.344; H 0.314; C -1.345; C -0.204; O 0.027; H 0.308; H 0.383; H 0.365; H 0.213; H 0.266; H 0.204

3.
DFT (the ωB97M-V functional and the def2-TZVPD basis) results for a molecular structure, C19H33InN2SSe4Si.

```
61
Properties=species:S:1:pos:R:3:forces:R:3
In -0.58669 -0.34016 0.14271 -0.218 0.033 0.031
C 3.07473 0.46149 -0.72663 0.019 0.009 0.019
C 2.90873 0.98248 0.55125 0.027 -0.020 0.011
C 1.97810 1.98794 0.77494 0.006 0.020 -0.010
C 1.20439 2.46677 -0.27760 -0.009 0.013 0.044
C 1.35836 1.93274 -1.54964 0.023 -0.023 -0.072
C 2.29565 0.93093 -1.77503 0.002 0.031 0.010
H 3.80688 -0.31612 -0.90381 -0.005 0.001 0.002
H 3.50491 0.61145 1.37570 0.002 0.000 -0.004
H 1.86086 2.40568 1.76531 0.001 -0.005 0.002
H 0.47823 3.24866 -0.09898 -0.027 -0.025 -0.019
H 0.73751 2.28907 -2.36121 0.002 -0.010 0.003
H 2.40570 0.50969 -2.76616 0.001 0.004 -0.001
Se -2.07967 1.47083 1.19965 0.060 -0.096 -0.075
Se -3.75811 1.38126 -0.44687 0.019 0.003 -0.051
Se -2.50092 1.59733 -2.37621 0.038 -0.020 0.067
Se -1.33070 -0.44039 -2.31034 -0.022 0.046 -0.015
C -2.47298 0.89475 4.93508 -0.053 -0.010 -0.004
N -1.34310 0.18358 5.50056 0.060 -0.032 0.022
C -1.37076 -0.68363 6.57865 -0.020 -0.023 0.037
C -0.12889 -1.17933 6.73302 -0.006 -0.030 0.012
N 0.64408 -0.61367 5.73522 -0.039 0.077 0.042
C -0.09733 0.22845 4.96806 -0.112 -0.087 0.031
S 0.39504 1.09165 3.62698 0.196 0.133 -0.105
H -3.29561 0.86040 5.64516 -0.003 -0.008 0.004
H -2.77009 0.43904 3.99003 -0.016 0.055 0.050
H -2.19009 1.92707 4.73998 0.008 -0.002 0.003
H -2.27020 -0.86631 7.13827 0.004 0.002 0.000
H 0.26641 -1.87274 7.45177 -0.001 0.006 0.004
H 1.62425 -0.76006 5.57038 0.002 0.007 -0.018
C 1.73031 -2.24592 2.35085 -0.114 0.072 -0.096
Si 0.31175 -2.54576 1.14531 0.040 -0.174 0.141
C 0.95901 -3.65494 -0.28457 0.010 0.034 0.061
C -0.11297 -4.02703 -1.31055 -0.022 0.052 0.004
C 2.05890 -2.86786 -1.00926 -0.056 0.016 -0.005
C 1.58057 -4.94433 0.27204 -0.013 0.036 0.013
C -1.20759 -3.20739 2.13971 0.140 0.038 -0.042
C -0.89127 -4.53981 2.83129 0.019 -0.003 -0.063
C -2.44765 -3.38162 1.25917 0.018 0.060 -0.012
C -1.53285 -2.18543 3.23639 0.038 -0.005 -0.036
H 1.93074 -3.12996 2.96078 -0.015 -0.005 0.015
H 1.47267 -1.40172 2.99334 0.030 -0.026 0.044
H 2.64725 -1.97742 1.82360 -0.007 -0.022 -0.015
H -0.59365 -3.14715 -1.74702 -0.009 -0.022 0.017
H -0.89245 -4.65528 -0.88139 -0.012 -0.028 0.004
H 0.34577 -4.58882 -2.13099 0.002 0.003 -0.008
H 1.68014 -1.92555 -1.41440 0.030 -0.015 -0.015
H 2.44064 -3.45831 -1.84884 0.006 -0.015 0.005
H 2.90205 -2.64238 -0.35304 -0.009 0.020 -0.007
H 0.82632 -5.61543 0.68321 0.017 -0.003 0.020
H 2.32118 -4.74263 1.04927 0.005 -0.008 0.004
H 2.08922 -5.48257 -0.53462 0.001 0.000 -0.010
H -0.70448 -5.34282 2.11756 -0.005 0.001 0.008
H -1.74604 -4.84206 3.44629 -0.003 0.000 0.006
H -0.02544 -4.46103 3.49342 0.008 -0.012 -0.021
H -2.33443 -4.19617 0.54572 -0.006 0.001 -0.031
H -2.68720 -2.47361 0.69539 -0.036 -0.009 0.002
H -3.31532 -3.61293 1.88604 -0.009 0.009 0.001
H -0.68605 -2.04592 3.91003 0.004 -0.018 0.014
H -2.37602 -2.55225 3.83346 -0.016 0.013 -0.005
H -1.80716 -1.20810 2.82846 0.030 -0.040 -0.009
```
Forces are in eV/Å.

Net charge: 0
LUMO energy (eV): 0.08
Orbital gap (eV): 7.56

For each atom in turn, the Mulliken charge in e is: In 0.761; C -0.155; C -0.448; C -0.447; C -0.649; C -0.401; C -0.453; H 0.413; H 0.380; H 0.607; H 0.393; H 0.505; H 0.358; Se -0.105; Se -0.211; Se -0.211; Se -0.269; C -0.786; N 0.306; C -0.226; C -0.601; N 0.152; C -0.497; S -0.154; H 0.299; H 0.203; H 0.353; H 0.412; H 0.432; H 0.247; C -1.016; Si 0.112; C 2.217; C -1.607; C -1.754; C -1.819; C 2.171; C -1.972; C -1.663; C -1.624; H 0.428; H -0.110; H 0.396; H 0.083; H 0.320; H 0.501; H 0.111; H 0.572; H 0.350; H 0.344; H 0.339; H 0.479; H 0.410; H 0.489; H 0.301; H 0.396; H 0.177; H 0.481; H 0.189; H 0.643; H -0.150

4.
DFT (the ωB97M-V functional and the def2-TZVPD basis) results for a molecular structure, C19H34AsCl2CoO2SSb in a non-equilibrium geometry.

```
61
Properties=species:S:1:pos:R:3:forces:R:3
Co 0.00000 0.00000 0.00000 -2.145 0.949 -2.420
Cl 5.68620 0.00000 4.28280 0.027 0.010 -0.029
C 4.54780 0.00000 2.99030 -0.480 -0.011 0.511
C 4.99030 0.00000 1.67840 -0.812 -0.001 -1.040
C 4.05810 0.00000 0.62890 1.130 0.040 0.075
Cl 4.74290 0.00000 -0.97770 -0.400 -0.112 0.321
C 2.65150 0.00000 0.83970 0.996 0.184 0.889
O 1.77720 0.00000 -0.09220 3.102 -1.186 -0.314
C 2.27210 0.00000 2.20460 -1.438 0.071 1.204
C 0.83100 0.00000 2.57430 2.105 0.156 0.352
O -0.09220 0.00000 1.77200 -0.436 -0.436 3.880
C 3.19120 0.00000 3.26690 0.063 -0.052 -0.443
H 6.05210 0.00000 1.45610 -0.163 -0.009 -0.021
H 0.61960 0.00000 3.65570 -0.103 -0.005 -0.214
H 2.84520 0.00000 4.29480 -0.003 0.000 -0.097
C -5.44110 1.09440 -1.16680 -0.281 -0.119 -0.148
C -3.92550 1.28550 -1.26590 -0.239 -0.025 -0.236
C -3.57280 2.74320 -0.97630 0.303 0.304 0.070
Sb -2.64250 0.00000 0.00000 -1.483 -1.145 -0.217
C -3.42930 0.05180 2.05470 0.130 -0.065 0.355
C -2.85280 1.28240 2.75540 0.525 0.239 0.032
C -4.94710 0.02600 2.20600 -0.232 -0.181 -0.018
C -3.03840 -2.05150 -0.68680 -0.085 -0.192 0.085
C -4.50110 -2.43170 -0.88890 -0.216 -0.219 0.090
C -2.26180 -2.26190 -1.98680 0.401 0.160 -0.106
H -5.94510 1.73840 -1.91900 0.298 -0.294 0.362
H -5.82890 1.39110 -0.18180 0.135 -0.144 -0.328
H -5.74330 0.05870 -1.37120 0.018 0.344 0.153
H -3.61960 1.05760 -2.31020 -0.229 -0.170 0.672
H -3.84610 3.00680 0.06660 0.202 0.014 -0.606
H -4.11520 3.41940 -1.67200 0.221 -0.326 0.431
H -2.48280 2.90330 -1.11380 -0.768 0.255 0.457
H -3.01170 -0.85030 2.55110 -0.089 0.344 -0.526
H -3.21630 2.21310 2.27290 0.201 -0.403 0.384
H -1.74360 1.26200 2.69670 -0.755 0.253 0.141
H -3.14390 1.29280 3.82730 0.092 0.060 -0.594
H -5.39120 0.96300 1.83130 0.071 -0.450 0.094
H -5.21200 -0.04780 3.28210 0.159 0.002 -0.544
H -5.38450 -0.84310 1.68560 -0.026 0.486 0.219
H -2.60550 -2.71890 0.08900 -0.119 0.555 -0.244
H -4.93830 -1.86500 -1.72990 0.053 -0.226 0.436
H -5.08210 -2.27020 0.03540 0.038 -0.061 -0.531
H -4.57180 -3.50850 -1.15240 -0.002 0.542 0.146
H -2.64230 -1.58250 -2.77910 0.162 -0.454 0.259
H -2.35590 -3.31320 -2.33250 0.040 0.623 0.099
H -1.18510 -2.04490 -1.82090 -0.512 -0.211 -0.256
C 0.54830 4.24840 -2.46160 0.032 -0.034 -0.607
As 0.38660 2.34000 -2.01480 0.544 0.471 -1.284
C 2.08060 1.38110 -2.29480 -0.088 0.083 -1.294
C -1.15110 1.50490 -2.91230 0.313 0.158 -0.848
S 0.00000 2.26600 0.00000 -0.298 1.323 1.576
H 0.76000 4.35580 -3.54510 -0.123 0.012 0.622
H 1.37760 4.69600 -1.87620 -0.512 -0.468 -0.278
H -0.40110 4.76710 -2.21650 0.541 -0.457 -0.089
H 2.34150 1.40250 -3.37270 -0.116 0.123 0.539
H 1.96900 0.32890 -1.96170 0.072 1.037 -0.532
H 2.88450 1.87250 -1.70930 -0.740 -0.212 -0.299
H -0.99430 1.52980 -4.01000 -0.101 -0.073 0.591
H -2.07540 2.06280 -2.65740 1.030 -0.334 -0.300
H -1.24830 0.45240 -2.57570 0.217 0.648 -0.213
H 0.00000 -1.59430 0.00000 -0.228 -1.368 -0.373
```
Forces are in eV/Å.

Net charge: +1
LUMO energy (spin up / spin down) (eV): -3.41 / -6.05
Multiplicity: 5
Orbital gap (spin up / spin down) (eV): 6.46 / 4.93

For each atom in turn, the Mulliken charge in e is: Co 0.007; Cl -0.182; C 0.158; C -0.757; C 0.323; Cl -0.176; C 0.279; O -0.258; C 0.905; C -0.146; O -0.296; C -1.064; H 0.463; H 0.359; H 0.453; C -1.345; C 0.236; C -1.273; Sb 1.023; C 0.342; C -1.039; C -1.327; C 0.230; C -1.348; C -1.190; H 0.450; H 0.209; H 0.219; H 0.557; H 0.269; H 0.416; H 0.195; H 0.415; H 0.182; H 0.032; H 0.437; H 0.267; H 0.443; H 0.211; H 0.352; H 0.261; H 0.212; H 0.458; H 0.235; H 0.450; H 0.101; C -1.021; As 0.717; C -1.087; C -0.699; S -0.410; H 0.388; H 0.362; H 0.369; H 0.490; H 0.360; H 0.352; H 0.561; H 0.174; H -0.038; H -0.262

Energy relative to the best compared isomer or geometry (same formula, charge and spin) values, unit eV, following the record order: 0.217 1.988 0.000 0.000.